1.
The following is a quantum chemistry calculation of a cluster of 2 separate species, C4H12N2 in total at a distorted geometry, from OMol25.

Results
HOMO-LUMO gap   9.45 eV
Charge   0
LUMO level   0.99 eV
HOMO level   -0.311 Eh
Structure (SMILES)   [H]/N=C/N.CCC

Element x y z (Å)
H 1.238833 1.492092 -1.363846
N 1.842213 1.447402 -0.563412
C 2.663326 0.492573 -0.385698
N 2.517825 -0.447149 0.602785
H 3.371007 0.235283 -1.181701
H 3.341242 -1.017102 0.769865
H 2.183292 -0.128572 1.504993
C -2.003252 -1.221197 1.102036
C -2.536443 0.041354 0.335007
C -2.037741 0.000656 -1.123439
H -2.608470 -2.085621 0.828744
H -2.133406 -1.053663 2.181761
H -0.982190 -1.434579 0.789454
H -2.148967 0.890245 0.904757
H -3.623977 0.031478 0.340700
H -1.323684 -0.814135 -1.308440
H -2.970649 -0.322953 -1.616365
H -1.657393 0.946337 -1.489320

Atomic forces in eV per Å
H 0.97 0.83 -0.81
N -0.67 -0.89 1.94
C -1.81 0.18 -1.91
N 1.77 0.23 1.12
H 0.31 -0.59 0.18
H 0.01 -0.01 -0.22
H -0.62 0.23 -0.30
C -1.15 0.71 -0.28
C 1.61 -0.99 0.73
C -1.37 -0.83 0.28
H 0.03 -0.15 0.01
H 0.41 -0.29 -0.28
H 0.13 0.14 0.44
H -0.25 0.20 -0.33
H 0.00 0.27 0.24
H 0.06 0.44 0.20
H 0.67 0.45 -0.81
H -0.11 0.07 -0.20

These are the Mulliken partial charges, in e, on atoms 1 to 4: 0.23, -0.65, 0.04, -0.46

***

2.
The following is a quantum chemistry calculation of a cluster of 31 separate species, C14H75BIO37 in total at a distorted geometry, from OMol25.

Results
HOMO-LUMO gap   7.16 eV
Charge   -1
LUMO level   1.22 eV
HOMO level   -0.218 Eh

Element x y z (Å)
C 2.572502 3.392932 1.760240
B 1.925829 4.215481 0.448773
O 2.577316 5.472312 0.030981
C 0.633760 3.492244 -0.273657
C -0.690666 3.480724 0.468694
C -0.926435 4.148119 1.949346
O -1.381994 3.306932 2.918022
O -0.676087 5.549655 2.323459
C -1.923126 2.675871 -0.325976
O -3.175957 3.144146 -0.362228
C -1.425748 1.272614 -1.089152
C -2.395145 -0.048837 -0.965763
C -2.127461 -0.656966 0.569402
C -0.893144 -1.754545 0.613866
O -0.972753 -2.951755 -0.027850
O 0.379123 -1.483204 1.310527
C -0.094636 1.271560 -1.819184
C 0.508585 -0.073790 -2.557753
C 1.917708 0.160064 -3.360111
C 3.208952 0.523442 -2.420649
I 3.492307 -0.764674 -0.675444
C 0.711441 2.736389 -1.763924
O 1.326780 3.278914 -2.823638
H 2.322604 2.245828 1.550009
H 3.739372 3.474018 1.818954
H 2.023407 3.652144 2.768761
H 3.579021 5.343120 0.186667
H -2.108120 -0.904306 -1.711988
H -3.541842 0.194335 -1.001924
H -1.747357 0.279047 1.204615
H -3.110740 -1.021980 1.092841
H 1.002363 -2.273385 1.246214
H -0.328684 -0.509716 -3.289455
H 0.602678 -0.894634 -1.697236
H 2.128131 -0.831018 -3.974028
H 1.755938 1.028084 -4.128142
H 3.260326 1.644310 -2.059382
H 4.175057 0.372338 -3.105609
O 0.455925 -5.291299 1.916445
H 0.117886 -4.555255 1.384704
H 0.496157 -4.931601 2.815323
O 5.029759 3.822310 0.458799
H 4.994014 3.621081 -0.488306
H 5.948861 4.091468 0.606407
O -6.161277 4.997930 -0.739928
H -5.525561 4.374687 -1.122303
H -5.985244 4.957327 0.212094
O -2.249529 -4.568703 -2.425714
H -3.114620 -4.970799 -2.256256
H -1.929628 -4.321706 -1.545011
O 0.848908 1.739642 2.844332
H -0.051868 2.012582 3.074301
H 0.897815 0.818906 3.142383
O -3.673660 5.261373 3.760210
H -3.038465 4.693353 3.299058
H -3.493462 6.146661 3.409819
O -4.698980 -0.251828 -2.902441
H -5.490022 -0.057814 -3.427217
H -4.216847 -0.900623 -3.436852
O 3.466056 -6.055010 2.805470
H 2.675014 -5.860996 2.280694
H 3.948189 -6.703805 2.271059
O 4.210908 -6.521807 5.875031
H 4.175162 -6.723037 4.927927
H 5.130010 -6.252649 6.022639
O 1.892255 1.823253 5.310772
H 1.554215 2.559297 4.779031
H 1.932485 2.182950 6.209651
O -4.366952 -2.353281 -5.003370
H -5.157994 -2.159266 -5.528146
H -3.884820 -3.002076 -5.537780
O 6.106683 4.207656 2.914195
H 6.017809 3.377799 3.406350
H 5.720581 4.872277 3.504269
O 4.359621 -2.227045 1.993498
H 5.189968 -1.765095 1.804002
H 4.606968 -2.891823 2.653702
O 0.796048 -7.736498 3.342470
H 0.458008 -7.000455 2.810729
H 0.836278 -7.376800 4.241347
O 0.040293 5.758922 -4.826285
H 0.870639 6.220871 -5.015780
H 0.287640 5.094144 -4.166080
O -1.820866 -8.408620 4.771979
H -1.815987 -9.375077 4.703304
H -1.181983 -8.123077 4.101700
O 5.377329 2.070545 -3.635563
H 6.012525 1.502526 -4.096714
H 5.557527 2.955834 -3.985954
O -1.973145 -2.480086 -6.489707
H -1.810291 -2.220568 -5.570517
H -1.087171 -2.532330 -6.878683
O -3.222043 1.686100 4.498757
H -2.572516 2.247753 4.049935
H -3.978768 2.273626 4.644225
O -0.488029 -10.555671 3.624947
H 0.342317 -10.093722 3.435452
H -0.240683 -11.220450 4.285153
O -4.532949 -1.078805 -8.127068
H -4.053793 -1.716973 -7.577586
H -4.204988 -1.248533 -9.022957
O -1.770019 1.059333 -4.679486
H -1.600191 1.817723 -5.258089
H -2.648665 1.237544 -4.311785
O 4.526993 6.943331 1.217350
H 4.850607 7.850798 1.114606
H 3.657859 7.050305 1.632252
O -6.894020 -3.220867 -6.982904
H -6.724192 -2.462476 -7.561508
H -7.772666 -3.042655 -6.615204
O -3.180435 -10.451842 2.747077
H -3.216182 -10.653072 1.799972
H -2.261335 -10.182685 2.894685
O -4.716197 1.627578 1.964827
H -4.246004 1.580118 2.810666
H -5.648739 1.696686 2.218938
O 6.264060 4.654807 -4.734985
H 6.228314 4.453578 -5.682090
H 7.183161 4.923965 -4.587377
O -2.958809 0.620018 7.163367
H -2.994556 0.418789 6.216262
H -2.039708 0.889176 7.310975
O 9.065609 4.600983 4.298552
H 8.274567 4.794998 3.773776
H 9.547741 3.952188 3.764142
O -7.094802 1.574145 -4.031795
H -7.432841 2.310188 -4.563536
H -7.054570 1.933842 -3.132917

Atomic forces in eV per Å
C 0.06 -1.15 -0.71
B 1.74 1.30 0.92
O 0.11 -3.53 0.21
C -4.33 -0.01 0.95
C 2.81 -0.55 -2.77
C -0.39 3.44 4.66
O 1.44 2.72 -4.36
O -1.10 -7.92 -3.22
C -3.60 1.87 0.16
O 7.59 -3.12 0.13
C 2.88 0.28 -1.81
C 0.68 -0.12 1.11
C 1.54 1.55 0.91
C 1.10 -5.24 -2.26
O 0.43 6.60 3.83
O -3.25 -0.91 -1.53
C -3.16 0.72 2.08
C -0.83 0.04 0.48
C -0.56 -0.27 0.30
C 0.71 0.82 -2.13
I -0.22 0.49 -0.74
C 0.95 1.47 -2.60
O -3.42 -3.18 6.12
H 0.73 2.59 0.61
H -2.71 0.20 0.23
H 1.16 -0.35 -2.16
H -2.15 0.40 0.16
H -0.63 1.91 1.18
H 2.53 -0.25 -0.18
H -0.83 -2.14 -1.13
H 2.14 0.19 -1.20
H -1.39 1.22 -0.41
H 1.90 1.25 1.46
H 0.13 1.80 -1.85
H -0.30 2.00 1.39
H 0.43 -1.54 1.53
H -0.39 -2.49 -0.71
H -2.37 0.27 1.85
O 0.27 0.29 0.48
H -0.23 -0.12 -0.29
H -0.07 0.09 -0.21
O 0.99 0.14 -1.20
H -0.05 -0.09 0.12
H -0.33 0.03 0.24
O 0.06 -0.26 0.11
H -0.01 0.20 0.26
H 0.07 -0.02 -0.33
O -0.27 -0.23 0.28
H 0.30 0.20 -0.12
H 0.02 0.20 -0.15
O -0.71 -1.29 0.50
H -0.35 0.35 -0.21
H 0.11 0.22 -0.06
O -0.25 0.23 -0.16
H 0.28 0.10 0.10
H 0.11 -0.43 0.12
O -0.17 0.06 -0.37
H 0.20 0.05 0.09
H -0.18 -0.06 0.03
O 0.27 -0.19 -0.29
H 0.02 -0.03 0.11
H -0.22 0.24 0.15
O 0.48 -0.08 -0.17
H -0.22 0.23 0.12
H -0.38 -0.07 0.01
O 0.10 0.45 0.77
H 0.00 -0.41 -0.26
H 0.02 -0.19 -0.26
O -0.13 -0.08 -0.34
H 0.05 -0.17 0.19
H -0.07 0.13 0.24
O 0.37 0.06 0.72
H -0.08 0.19 -0.22
H -0.07 -0.14 -0.35
O 0.46 -0.19 0.26
H -0.33 -0.04 0.01
H -0.19 0.13 -0.21
O -0.28 0.08 0.38
H 0.08 -0.14 -0.29
H 0.16 -0.19 -0.16
O 0.39 -0.01 -0.03
H -0.33 -0.19 0.14
H -0.01 0.09 -0.03
O -0.05 0.10 0.10
H 0.09 0.52 0.01
H -0.15 -0.27 0.17
O 0.51 0.02 -0.38
H -0.20 0.19 0.21
H 0.04 0.08 0.10
O 0.47 -0.07 0.00
H -0.16 0.12 -0.19
H -0.36 -0.02 0.10
O -0.56 -0.01 -0.25
H 0.33 0.27 -0.20
H 0.37 0.01 0.28
O 0.74 -0.53 0.16
H -0.26 0.26 -0.01
H -0.22 0.12 -0.26
O -0.04 -0.40 -0.29
H 0.19 0.29 0.02
H -0.12 0.10 0.34
O -0.25 0.28 -0.25
H 0.00 -0.25 0.23
H 0.18 -0.13 0.05
O 0.24 0.67 0.38
H -0.09 -0.35 -0.01
H 0.05 -0.21 -0.27
O -0.26 0.41 0.00
H 0.12 -0.13 0.04
H 0.31 -0.12 -0.06
O 0.03 -0.05 -0.51
H -0.04 0.06 0.39
H -0.19 -0.18 -0.05
O -0.53 -0.11 0.11
H 0.22 -0.10 -0.06
H 0.34 -0.02 -0.18
O 0.37 -0.05 -0.39
H -0.08 0.13 0.25
H -0.32 -0.08 0.07
O 0.38 -0.26 0.14
H 0.00 0.38 0.11
H -0.39 -0.05 -0.12
O 0.07 -0.17 -0.34
H 0.03 -0.15 0.06
H -0.20 0.25 0.22
O -0.16 0.35 0.14
H 0.18 -0.30 0.15
H 0.04 -0.11 -0.22

These are the Mulliken partial charges, in e, on atoms 1 to 4: -0.18, 0.55, -0.80, 0.23

***

3.
The following is a quantum chemistry calculation of a structure of composition C13H11F6N5O5PdS4 at a distorted geometry, from OMol25.

Results
HOMO-LUMO gap   7.96 eV
Charge   0
LUMO level   -0.37 eV
HOMO level   -0.306 Eh

Element x y z (Å)
Pd -0.971185 -0.935663 0.588377
S -1.069074 -2.458048 2.248180
C -1.183394 -0.985364 3.137209
N -1.414191 0.047968 2.362705
C -1.258631 1.250764 3.046801
C -1.404070 2.528638 2.516789
C -1.257224 3.607386 3.364581
C -0.982497 3.429890 4.723993
C -0.843704 2.164412 5.260664
C -0.974318 1.078484 4.402879
S -0.826067 -0.618889 4.779058
H -1.602318 2.653501 1.462551
H -1.353242 4.609710 2.969114
H -0.872759 4.294476 5.364919
H -0.629818 2.023120 6.311514
F 4.349984 1.319627 0.128781
C 3.317025 2.154661 0.215186
F 3.450279 2.898071 1.311750
F 3.316786 2.952797 -0.849926
S 1.731221 1.223043 0.338191
O 0.704562 2.206410 0.479100
O 1.952921 0.274918 1.386136
N 1.751701 0.546747 -1.138939
S 0.392062 0.468954 -1.921640
O -0.812536 0.467383 -1.086469
O 0.463683 -0.531225 -2.950604
C 0.236059 2.033785 -2.889442
F 1.282386 2.140695 -3.706182
F -0.878251 1.981989 -3.618395
F 0.190794 3.098007 -2.101623
C 0.465032 -3.694115 -3.833823
N -0.351191 -3.288235 -2.711519
C -1.799298 -3.123148 -2.727238
C -2.054101 -2.542926 -1.342121
O -3.099237 -2.103083 -0.921707
N -0.812038 -2.476273 -0.671366
C 0.121511 -2.842522 -1.551718
N 1.421857 -2.856632 -1.233018
H -0.189589 -4.048363 -4.625292
H 1.133091 -4.509607 -3.552560
H 1.042872 -2.848323 -4.213134
H -2.335122 -4.058114 -2.889853
H -2.113934 -2.385200 -3.468171
H 1.673587 -2.328468 -0.408550
H 2.090374 -2.821238 -1.985189

Atomic forces in eV per Å
Pd 0.09 -0.37 0.79
S -0.08 -0.01 0.32
C 0.10 0.12 -0.12
N 0.42 0.45 0.19
C -0.19 0.01 -0.07
C -0.03 -0.02 0.02
C -0.01 0.01 -0.03
C 0.00 -0.01 0.01
C 0.00 0.00 -0.01
C 0.01 -0.01 0.04
S -0.07 -0.02 0.07
H -0.01 0.01 0.00
H 0.00 0.00 0.00
H 0.00 0.00 0.00
H 0.00 0.00 0.00
F -0.01 0.02 -0.01
C -0.01 0.02 -0.04
F 0.02 -0.03 -0.01
F -0.02 0.00 0.04
S 0.37 0.20 -0.45
O 0.00 0.19 0.23
O -0.04 -0.30 -0.08
N -0.64 -0.14 0.42
S 0.24 0.16 -0.08
O 0.12 0.06 -0.11
O 0.05 -0.01 0.04
C -0.06 0.13 0.05
F -0.04 -0.03 0.04
F 0.03 -0.01 0.02
F -0.01 -0.04 -0.08
C -0.01 0.08 -0.01
N -0.28 -0.25 0.11
C 0.21 0.12 0.01
C -0.21 0.34 0.17
O 0.63 -0.60 -0.36
N -1.10 0.21 -1.20
C 0.47 -0.36 0.23
N -0.08 0.12 -0.12
H 0.01 -0.01 -0.01
H 0.00 0.01 0.00
H 0.00 0.00 -0.02
H 0.05 -0.04 0.03
H 0.02 -0.04 -0.04
H 0.01 0.00 0.01
H 0.02 0.02 0.01

These are the Mulliken partial charges, in e, on atoms 1 to 4: 0.78, -0.36, 0.62, -0.44